Record 1
Below is a 2-piece molecular cluster, C4H12NO2P overall in a non-equilibrium geometry, with properties calculated with wB97M-V/def2-TZVPD.

The geometry in XYZ format:
```
20
Properties=species:S:1:pos:R:3:forces:R:3:lowdin_charge:R:1
C 1.976 0.349 -0.418 1.17 2.92 -0.15 -0.13
C 0.476 -1.916 0.739 -2.75 -0.57 1.36 -0.15
C 0.832 -0.220 -1.260 0.72 -1.37 2.32 -0.28
C -0.037 -1.073 -0.340 -1.48 2.33 -1.91 -0.46
N -1.878 1.806 0.583 0.70 0.29 -3.68 0.05
O -2.613 -1.194 0.614 -0.03 0.96 -0.31 -0.33
O -2.276 0.127 -1.685 2.10 0.13 1.98 -0.22
P -1.605 -0.523 -0.235 -0.66 -1.17 -1.42 0.73
H 2.533 -0.356 0.168 -0.02 -0.96 -0.01 0.05
H 2.748 0.783 -1.125 -0.72 -0.14 0.87 0.08
H 1.757 1.160 0.403 -0.23 -1.25 -1.83 0.11
H -0.354 -2.649 0.898 0.50 0.59 0.65 0.09
H 0.693 -1.393 1.672 0.18 -0.16 0.02 0.09
H 1.232 -2.572 0.486 2.17 -0.89 -0.85 0.05
H 0.241 0.502 -1.769 -0.13 0.92 -0.38 0.06
H 1.261 -0.856 -2.012 0.37 -0.33 -0.57 0.10
H -1.174 2.493 0.799 -0.18 -0.06 0.62 0.06
H -2.553 1.565 1.220 -1.38 -0.34 2.63 0.01
H -2.433 2.135 -0.224 0.63 -0.07 0.48 0.06
H -1.601 0.770 -2.026 -0.95 -0.84 0.17 0.05
```
Positions in Å, forces in eV/Å.

As for the frontier orbital gap: 7.92 eV. The spin multiplicity is 1. As for the HOMO energy: -7.6 eV. As for the energy relative to the best compared isomer or geometry (same formula, charge and spin): 49.0 kcal/mol. The calculation puts the LUMO energy at 0.30 eV. As for the total energy: -19215.6335 eV.

***

Record 2
Below is a 2-piece molecular cluster, C4H12NO2S overall in a non-equilibrium geometry, with properties calculated with wB97M-V/def2-TZVPD.

The geometry in XYZ format:
```
20
Properties=species:S:1:pos:R:3:forces:R:3:lowdin_charge:R:1
O 0.588 1.422 2.661 0.61 0.16 0.23 -0.15
C -0.405 0.788 2.204 -0.59 1.75 0.14 -0.39
C -0.718 1.046 0.766 1.96 -3.39 0.17 -0.33
C 0.465 0.295 0.021 -0.40 0.97 -0.59 -0.25
C 0.247 0.132 -1.477 1.49 -0.77 -1.35 -0.56
S -0.840 -1.307 -1.909 0.17 0.86 -0.10 0.69
N -0.625 2.481 0.361 -1.55 1.59 -0.62 0.18
H -0.876 -0.027 2.752 -0.33 -0.09 -0.24 0.08
H -1.615 0.541 0.458 -0.71 0.35 -0.27 0.12
H 1.433 0.771 0.209 -0.21 0.56 0.00 0.11
H 0.663 -0.679 0.473 -0.67 0.01 -0.12 0.09
H 1.245 -0.047 -1.954 -0.64 -0.38 0.42 0.07
H -0.027 0.977 -2.136 -0.63 0.03 0.91 0.06
H 0.103 -2.192 -1.594 -0.10 -0.24 0.15 -0.19
H -1.352 3.081 0.814 0.93 -0.43 1.03 0.15
H -0.917 2.742 -0.597 0.68 -1.00 -0.33 0.14
H 0.339 2.806 0.499 -0.24 0.15 0.58 0.15
H 2.171 -2.614 -0.876 0.03 -0.37 0.26 0.05
H 1.591 -3.695 0.095 0.16 -0.16 -0.17 0.05
O 1.668 -2.753 -0.064 0.03 0.41 -0.10 -0.06
```
Positions in Å, forces in eV/Å.

As for the frontier orbital gap (alpha / beta): 4.38 / 8.10 eV. The spin multiplicity is 2. The expectation value of S² is 0.753. As for the HOMO energy (alpha / beta): -4.0 / -8.0 eV. As for the energy relative to the best compared isomer or geometry (same formula, charge and spin): 51.1 kcal/mol. The calculation puts the LUMO energy (alpha / beta) at 0.35 / 0.09 eV. As for the total energy: -20758.9845 eV.

***

Record 3
Below is C4H12NO2Sn as an isolated structure in a non-equilibrium geometry, with properties calculated with wB97M-V/def2-TZVPD.

The geometry in XYZ format:
```
20
Properties=species:S:1:pos:R:3:forces:R:3:lowdin_charge:R:1
Sn -0.777 -2.290 5.559 -0.23 0.21 0.21 1.10
O -4.013 0.301 9.153 0.12 -0.15 -0.13 -0.09
H -4.619 0.208 9.914 0.13 -0.04 -0.16 -0.01
C -0.017 -1.688 -1.111 -1.21 0.36 -0.76 -0.07
C 0.851 -0.449 -0.944 -1.17 -0.79 -2.06 -0.48
C 0.000 0.850 -0.962 0.34 -0.55 -0.34 -0.17
O -0.535 1.255 -2.249 0.77 -0.35 0.76 -0.18
C 0.409 1.855 -3.148 -0.10 -0.51 0.09 -0.09
N 1.672 -0.649 0.199 1.49 0.30 1.12 0.02
H 0.475 -2.648 -1.270 0.43 0.20 0.23 0.08
H -0.598 -1.508 -2.016 -0.16 -0.15 -0.17 0.08
H -0.766 -1.798 -0.327 0.15 0.02 0.34 0.07
H 1.492 -0.497 -1.825 0.00 0.66 -0.49 0.13
H 0.621 1.603 -0.478 -0.01 0.60 -0.28 0.11
H -0.849 0.669 -0.304 -0.24 0.19 -0.16 0.12
H 0.846 2.749 -2.703 0.13 0.01 -0.03 0.09
H -0.062 2.103 -4.099 -0.62 0.22 0.40 0.09
H 1.172 1.152 -3.483 0.38 -0.13 0.49 0.08
H 2.353 0.094 0.257 -0.19 1.04 0.43 0.07
H 2.343 -1.312 -0.163 -0.04 -1.13 0.49 0.08
```
Positions in Å, forces in eV/Å.

As for the frontier orbital gap: 2.79 eV. The spin multiplicity is 1. Its total charge is +1. As for the HOMO energy: -11.5 eV. As for the energy relative to the best compared isomer or geometry (same formula, charge and spin): 146.1 kcal/mol. The calculation puts the LUMO energy at -8.76 eV. As for the total energy: -15742.4166 eV.